{
  "formula": "C59H54Cl2N4OP2Y",
  "method": "the ωB97M-V functional and the def2-TZVPD basis",
  "charge": 3,
  "de_lowest_kj_mol": 0.0,
  "total_energy_ha": -4215.59335,
  "e_homo_ev": -14.88,
  "lumo_energy_ev": -7.78,
  "spin_multiplicity": 1,
  "gap_ev": 7.10,
  "species": ["Y", "C", "C", "C", "C", "C", "C", "C", "N", "N", "C", "C", "C", "C", "C", "C", "N", "C", "C", "C", "C", "C", "C", "N", "H", "H", "H", "H", "H", "H", "H", "H", "H", "H", "H", "H", "H", "H", "H", "H", "H", "H", "H", "H", "C", "C", "C", "C", "C", "C", "C", "C", "P", "C", "C", "C", "C", "C", "C", "C", "C", "C", "C", "C", "C", "C", "O", "C", "C", "C", "C", "C", "C", "P", "C", "C", "C", "C", "C", "C", "C", "C", "C", "C", "C", "C", "H", "H", "H", "H", "H", "H", "H", "H", "H", "H", "H", "H", "H", "H", "H", "H", "H", "H", "H", "H", "H", "H", "H", "H", "H", "H", "H", "H", "H", "H", "H", "H", "Cl", "C", "Cl", "H", "H"],
  "coordinates": [[0.97128, 0.50670, -0.15821], [3.60439, 1.98242, -1.67267], [2.82597, 3.25623, -1.95557], [1.83505, 3.75982, -0.92101], [1.35995, 4.99774, -1.00935], [0.53961, 5.65841, 0.04213], [0.36106, 4.79913, 1.31052], [0.90024, 3.41610, 1.20239], [1.49217, 2.89972, 0.18841], [2.80153, 0.72788, -1.74268], [3.61244, -0.45005, -1.31094], [4.16907, -0.25006, 0.06790], [5.48590, -0.55375, 0.35356], [5.98807, -0.24859, 1.60905], [5.15652, 0.38574, 2.51569], [3.84817, 0.64535, 2.15148], [3.33316, 0.30985, 0.96000], [2.37419, 0.48950, -3.13171], [1.16984, -0.39089, -3.23236], [0.80968, -0.83691, -4.56927], [-0.17014, -1.72187, -4.74086], [-0.90886, -2.30089, -3.58933], [-0.59861, -1.62316, -2.23151], [0.53788, -0.69531, -2.14979], [4.06009, 2.04096, -0.68679], [4.41797, 1.90749, -2.40274], [2.33832, 3.21259, -2.93124], [3.58857, 4.03005, -2.06172], [1.65444, 5.59765, -1.86369], [0.97095, 6.63890, 0.24177], [0.66802, 5.25838, 2.24985], [0.67920, 2.75080, 2.03838], [4.42730, -0.62024, -2.02042], [2.97168, -1.33895, -1.34376], [6.11330, -1.00507, -0.40335], [7.01583, -0.47398, 1.86120], [5.50943, 0.68448, 3.49255], [3.19230, 1.13840, 2.85200], [3.18426, 0.04053, -3.71971], [2.13187, 1.43075, -3.62488], [1.37143, -0.43275, -5.40158], [-0.43513, -2.05705, -5.73717], [-0.77978, -3.38431, -3.59463], [-0.44940, -2.36021, -1.43968], [-4.67222, -2.37216, 3.77725], [-4.35542, -2.51083, 2.27785], [-5.41448, -3.39582, 1.59954], [-2.97991, -3.14303, 2.12841], [-2.75825, -4.46740, 2.50777], [-1.50230, -5.04733, 2.46492], [-0.40874, -4.28391, 2.08829], [-0.58894, -2.95692, 1.71331], [0.81721, -1.82623, 1.56958], [2.24993, -2.89323, 1.26286], [2.29025, -3.62050, 0.07061], [3.39627, -4.39680, -0.23588], [4.47100, -4.45223, 0.64577], [4.43387, -3.73371, 1.83122], [3.32821, -2.95088, 2.14063], [0.92685, -1.17696, 3.26330], [0.97453, 0.20449, 3.43664], [0.90030, 0.78038, 4.69422], [0.77667, -0.04233, 5.80602], [0.74086, -1.42300, 5.65167], [0.80156, -1.99021, 4.38713], [-1.88000, -2.42432, 1.69106], [-1.96793, -1.12236, 1.24294], [-3.21886, -0.55454, 1.10375], [-3.26434, 0.63749, 0.38107], [-4.47138, 1.31875, 0.26268], [-5.61171, 0.80551, 0.85325], [-5.55087, -0.41639, 1.50365], [-4.36446, -1.13642, 1.62621], [-1.84300, 1.17493, -0.60767], [-2.24155, 0.44785, -2.22021], [-2.78433, 1.02694, -3.29434], [-3.13392, 0.27573, -4.50669], [-2.96467, -1.03997, -4.59234], [-2.40215, -1.84229, -3.46254], [-2.04614, -1.04971, -2.17036], [-1.86710, 2.99868, -0.50724], [-1.68461, 3.42257, 0.74857], [-1.21272, 4.79920, 1.08525], [-1.01195, 5.73511, -0.14600], [-1.56118, 5.23720, -1.44027], [-1.89825, 3.96282, -1.62306], [-4.67168, -3.34953, 4.26047], [-5.65822, -1.92919, 3.91997], [-3.93622, -1.74065, 4.27728], [-5.44795, -4.38372, 2.05597], [-5.20422, -3.51470, 0.53575], [-6.40886, -2.96577, 1.70645], [-3.59375, -5.06039, 2.85546], [-1.37063, -6.08033, 2.75527], [0.58424, -4.71500, 2.10190], [1.44137, -3.60792, -0.60696], [3.41495, -4.97539, -1.15017], [5.32754, -5.07111, 0.41391], [5.26073, -3.79404, 2.52691], [3.30156, -2.40194, 3.07414], [1.17983, 0.83519, 2.57154], [0.94553, 1.85546, 4.81601], [0.71205, 0.39131, 6.79483], [0.65217, -2.05964, 6.52164], [0.73680, -3.06602, 4.27863], [-4.51936, 2.24626, -0.29486], [-6.55041, 1.33678, 0.78178], [-6.45869, -0.82619, 1.92650], [-3.01726, 2.08063, -3.30281], [-3.56406, 0.82782, -5.33157], [-3.25342, -1.57015, -5.49245], [-3.05589, -2.68934, -3.25625], [-2.57509, -1.43448, -1.29537], [-1.75692, 2.71643, 1.57451], [-1.76996, 5.22715, 1.91679], [-1.36512, 6.74534, 0.05234], [-1.67956, 5.94659, -2.25050], [-2.27629, 3.65349, -2.58311], [-0.15270, 2.82874, -4.44682], [0.74530, 3.49656, -5.83818], [2.41406, 2.92229, -5.87899], [0.75024, 4.57551, -5.74780], [0.24460, 3.17026, -6.74125]],
  "atomic_forces_ev_per_a": [[0.612, 0.036, 0.293], [0.038, 0.011, -0.025], [-0.015, 0.000, -0.025], [0.023, 0.018, 0.038], [0.065, 0.038, 0.040], [0.037, 0.054, 0.006], [-0.020, -0.037, -0.016], [0.002, 0.018, -0.031], [-0.059, -0.102, -0.101], [-0.124, -0.038, -0.047], [-0.003, 0.032, -0.048], [-0.002, 0.035, -0.022], [0.000, -0.009, 0.003], [0.004, 0.001, 0.010], [-0.004, 0.006, 0.004], [-0.044, -0.080, 0.017], [-0.095, 0.038, -0.083], [-0.046, -0.038, -0.011], [-0.079, -0.051, 0.056], [0.006, 0.031, -0.029], [0.013, -0.015, -0.006], [-0.040, 0.078, -0.014], [0.022, -0.163, 0.081], [-0.074, 0.074, 0.048], [-0.015, -0.002, 0.002], [0.013, -0.001, 0.015], [-0.014, -0.021, 0.010], [-0.014, 0.011, -0.029], [0.000, -0.004, -0.001], [-0.009, 0.000, 0.014], [-0.018, -0.014, 0.017], [0.005, 0.012, 0.013], [0.009, 0.016, 0.005], [0.027, -0.011, -0.010], [-0.004, 0.003, -0.003], [-0.002, 0.003, 0.000], [-0.003, 0.000, 0.001], [-0.010, 0.007, 0.009], [0.021, 0.044, -0.006], [-0.019, -0.024, -0.002], [-0.001, -0.001, 0.002], [0.010, -0.009, 0.002], [-0.026, -0.005, 0.000], [-0.013, 0.007, 0.017], [-0.003, 0.000, -0.005], [0.011, 0.009, 0.003], [0.002, -0.001, 0.003], [-0.031, 0.001, -0.022], [0.024, -0.018, 0.003], [-0.020, 0.015, -0.007], [-0.007, -0.019, -0.010], [0.020, -0.036, -0.095], [0.069, -0.031, -0.025], [0.045, 0.045, 0.097], [0.016, 0.011, 0.001], [0.003, -0.010, -0.002], [-0.012, 0.001, -0.012], [0.003, -0.003, 0.001], [-0.008, -0.017, 0.009], [-0.117, 0.109, -0.047], [0.156, -0.157, -0.021], [-0.009, 0.006, 0.031], [-0.002, -0.002, -0.015], [0.004, 0.000, -0.007], [-0.005, -0.011, 0.032], [0.019, 0.019, 0.043], [0.010, -0.002, 0.003], [0.011, -0.014, -0.015], [0.053, -0.014, 0.044], [-0.019, 0.006, 0.012], [0.002, -0.017, 0.019], [0.017, 0.025, -0.014], [-0.029, -0.018, -0.004], [-0.029, 0.107, -0.123], [-0.062, -0.006, 0.016], [0.035, -0.007, -0.023], [0.010, 0.007, -0.010], [-0.014, -0.014, 0.004], [0.004, 0.038, -0.006], [-0.006, 0.016, -0.021], [-0.048, -0.014, 0.028], [-0.045, 0.024, 0.012], [0.037, -0.071, -0.077], [-0.053, 0.069, 0.039], [-0.017, -0.050, 0.025], [0.057, 0.012, 0.000], [-0.003, 0.000, 0.001], [0.002, 0.001, 0.002], [0.002, -0.003, 0.000], [0.001, 0.000, 0.000], [-0.002, 0.000, -0.002], [0.001, -0.001, 0.001], [0.002, -0.001, -0.001], [-0.002, 0.000, -0.002], [0.004, 0.002, 0.002], [-0.007, 0.009, -0.005], [0.002, -0.002, 0.002], [0.000, 0.000, -0.001], [0.000, 0.003, -0.001], [0.004, 0.004, -0.001], [-0.278, 0.060, 0.013], [0.003, -0.001, 0.004], [0.004, 0.003, -0.002], [-0.002, -0.001, -0.002], [-0.006, 0.000, -0.002], [0.002, -0.002, 0.003], [0.001, 0.001, 0.002], [0.002, 0.001, 0.000], [-0.014, 0.007, 0.012], [0.005, 0.001, 0.000], [-0.009, -0.003, 0.007], [0.008, -0.011, -0.003], [0.004, -0.005, -0.010], [-0.029, 0.011, 0.012], [0.050, 0.019, 0.022], [-0.031, -0.004, -0.030], [0.020, -0.001, -0.005], [0.021, -0.010, -0.009], [0.045, -0.012, -0.032], [-0.021, -0.004, -0.048], [0.011, -0.010, 0.012], [-0.007, 0.003, 0.001], [-0.006, 0.008, 0.000]],
  "mulliken_charge": [-1.203, -1.221, -0.909, 0.463, -1.369, -0.352, -0.489, -0.335, 0.586, 1.301, -1.079, 0.606, -0.983, -0.879, -1.202, -0.527, 1.358, -0.300, 1.043, -1.535, -1.024, -0.226, -0.415, 1.902, 0.422, 0.377, -0.217, 0.783, 0.573, 0.578, 0.546, 0.454, 0.978, 0.099, 0.561, 0.524, 0.529, 0.380, 0.720, -1.285, 0.597, 0.432, 0.508, -0.286, -1.756, 1.316, -1.772, 0.730, -0.063, -1.742, -0.801, 0.887, 2.489, 0.490, -0.269, -0.789, -0.726, -0.791, -0.965, -0.123, 1.549, -0.685, -0.953, -0.844, -0.573, -1.128, 0.555, -1.302, 0.809, -0.703, -1.546, -0.308, 1.005, 2.034, -0.327, -0.188, -1.002, -0.962, 0.051, -0.756, 0.899, -1.447, -0.440, -0.039, -1.477, -0.881, 0.422, 0.420, 0.366, 0.420, 0.365, 0.454, 0.484, 0.447, 0.594, 0.505, 0.511, 0.452, 0.476, 0.502, -0.658, 0.576, 0.481, 0.514, 0.581, 0.573, 0.472, 0.454, 0.558, 0.509, 0.539, 0.446, 0.498, 0.903, 0.513, 0.601, 0.469, 0.441, 0.081, -0.573, -0.093, 0.368, 0.389]
}